DFT (wB97M-V/def2-TZVPD) results for a 2-piece molecular cluster, CH4ClN3 overall in a non-equilibrium geometry.

XYZ file:
```
9
Properties=species:S:1:pos:R:3:nbo_charge:R:1
N 1.2706 -2.2750 -0.0328 -0.64
C 2.1732 -1.4629 -0.0574 0.61
N 3.0255 -0.6869 0.3355 -0.50
Cl 3.2202 0.9987 -0.1562 0.14
H 1.4075 -3.1230 -0.5086 0.39
N -0.2245 1.1481 -0.0134 -1.06
H 0.6655 0.7943 -0.2921 0.35
H 0.1713 2.0013 0.3265 0.34
H -0.6617 0.8189 0.7605 0.36
```

Results
HOMO level	-0.3717	hartree
calculated total energy	-664.86991	a.u.
total charge	0
frontier orbital gap	9.61	eV
LUMO energy	-0.5	eV
SMILES	N=C=NCl.N



DFT (wB97M-V/def2-TZVPD) results for one molecule with the formula CH4ClNP2 in a non-equilibrium geometry.

XYZ file:
```
9
Properties=species:S:1:pos:R:3:mulliken_spin:R:1
C 1.6291 1.0701 0.3010 0.16
N -0.5058 -0.1102 0.0175 0.69
P 0.9465 -0.6349 -0.1720 0.99
P -1.7291 -1.9042 -0.3961 0.13
Cl -2.7061 -0.9902 -1.8846 0.01
H 1.3491 1.3715 1.3405 0.01
H 2.6587 1.2203 0.2628 0.00
H 0.8944 1.8364 -0.1907 0.01
H -2.5368 -1.8588 0.7216 0.00
```

Results
multiplicity	3
HOMO level (alpha / beta)	-0.2329 / -0.3598	hartree
calculated total energy	-1237.98442	a.u.
total charge	0
frontier orbital gap (alpha / beta)	6.07 / 7.12	eV
LUMO energy (alpha / beta)	-0.3 / -2.7	eV



DFT (wB97M-V/def2-TZVPD) results for a 2-piece molecular cluster, CH4ClO2P overall in a non-equilibrium geometry.

XYZ file:
```
9
Properties=species:S:1:pos:R:3:nbo_charge:R:1
O 3.0242 0.1023 -0.0085 -0.97
P 1.4333 0.5690 0.0331 0.89
Cl 0.6824 -1.1463 1.0649 -0.37
H 3.3372 -0.1458 -0.8720 0.49
H 1.6520 1.0032 1.4056 -0.05
C -2.5207 -0.0976 -0.4100 0.29
O -3.1197 -0.6692 0.4815 -0.48
H -1.9565 0.7256 -0.2167 0.09
H -2.5322 -0.3412 -1.4779 0.10
```

Results
HOMO level	-0.3733	hartree
calculated total energy	-992.50413	a.u.
total charge	0
frontier orbital gap	10.46	eV
LUMO energy	0.3	eV
SMILES	OPCl.C=O



DFT (wB97M-V/def2-TZVPD) results for CH4ClO3PS as an isolated structure in a non-equilibrium geometry.

XYZ file:
```
11
Properties=species:S:1:pos:R:3:nbo_charge:R:1
C 0.6245 2.0509 0.4819 -0.24
O -0.6885 -0.7174 -1.5965 -0.99
O -1.2424 -2.2867 0.2031 -1.02
O 0.3067 -0.2703 0.6676 -1.10
P -0.9018 -0.7099 -0.0015 2.13
S -2.5118 0.3257 0.5241 -0.52
Cl -0.9572 2.4344 0.1971 0.28
H 1.2007 1.9936 -0.4623 0.21
H 1.1286 1.9709 1.3829 0.22
H -0.9284 -1.5300 -1.9558 0.50
H -0.9371 -2.6748 1.0789 0.52
```

Results
HOMO level (alpha / beta)	-0.3045 / -0.3220	hartree
calculated total energy	-1465.94953	a.u.
total charge	0
frontier orbital gap (alpha / beta)	6.48 / 7.94	eV
LUMO energy (alpha / beta)	-1.8 / -0.8	eV



DFT (wB97M-V/def2-TZVPD) results for CH4CsN2O as an isolated structure in a non-equilibrium geometry.

XYZ file:
```
9
Properties=species:S:1:pos:R:3:mulliken_charge:R:1
Cs -2.5118 1.2237 0.2406 0.89
C -0.1719 -0.1951 -0.2495 1.12
O -1.2856 -0.2541 -0.7229 -0.90
N 0.8726 -0.4369 -0.9174 -0.34
N 0.1421 0.1624 1.0039 -0.50
H 0.7187 -0.6132 -1.8999 0.24
H 1.7638 -0.2003 -0.5052 0.19
H 1.0758 0.0513 1.3726 0.19
H -0.6036 0.2622 1.6778 0.12
```

Results
HOMO level	-0.5349	hartree
calculated total energy	-245.16249	a.u.
total charge	+1
frontier orbital gap	11.13	eV
LUMO energy	-3.4	eV



DFT (wB97M-V/def2-TZVPD) results for a 2-piece molecular cluster, CH4F2Si overall in a non-equilibrium geometry.

XYZ file:
```
8
Properties=species:S:1:pos:R:3:nbo_charge:R:1
C -1.0986 0.1596 0.3341 -1.08
F 1.8443 0.1912 0.7260 -0.68
F 1.1764 1.1730 -1.3815 -0.66
Si 0.7440 -0.0643 -0.4156 1.93
H -1.8623 -0.5336 0.0427 0.25
H -0.8395 0.0422 1.3849 0.25
H -1.4844 1.1282 0.2505 0.25
H 1.5202 -2.0963 -0.9411 -0.25
```

Results
HOMO level	-0.3728	hartree
calculated total energy	-529.76125	a.u.
total charge	0
frontier orbital gap	9.88	eV
LUMO energy	-0.3	eV



DFT (wB97M-V/def2-TZVPD) results for CH4F3O5SSn as an isolated structure in a non-equilibrium geometry.

XYZ file:
```
15
Properties=species:S:1:pos:R:3:mulliken_spin:R:1
Sn -1.9052 1.4133 1.0981 1.03
C 1.6301 -0.9300 -1.5038 0.00
F 2.2381 -1.7635 -2.2925 0.00
F 2.5841 -0.0058 -1.1114 0.00
F 0.6576 -0.2368 -2.0459 0.00
S 0.8689 -1.7669 0.0485 0.00
O 0.6257 -3.1818 -0.3262 0.00
O 1.8579 -1.5826 1.0965 0.00
O -0.3605 -1.0494 0.4113 -0.02
O -0.4271 3.1388 3.0318 0.00
H -0.4600 3.3818 3.9571 0.00
H 0.4975 2.9560 2.8644 0.00
O -2.3393 -0.0084 -1.4781 -0.01
H -3.1560 0.4271 -1.7220 0.00
H -2.3117 -0.7917 -2.0276 0.00
```

Results
multiplicity	2
HOMO level (alpha / beta)	-0.3122 / -0.3231	hartree
calculated total energy	-1328.70104	a.u.
total charge	0
frontier orbital gap (alpha / beta)	6.10 / 6.53	eV
LUMO energy (alpha / beta)	-2.4 / -2.3	eV



DFT (wB97M-V/def2-TZVPD) results for a 2-piece molecular cluster, CH4FNO overall in a non-equilibrium geometry.

XYZ file:
```
8
Properties=species:S:1:pos:R:3:nbo_charge:R:1
C -0.4249 0.0957 0.5152 0.07
N 1.3978 0.9868 -0.2103 -0.34
O -0.7123 -0.8270 -0.3839 -0.64
F 1.6682 0.3283 -1.3808 -0.28
H 0.2351 -0.3828 1.2764 0.21
H -0.7680 1.1124 0.3595 0.21
H 0.9234 1.9118 -0.4353 0.28
H -0.4392 -1.7214 -0.0127 0.49
```

Results
HOMO level (alpha / beta)	-0.3028 / -0.3029	hartree
calculated total energy	-270.17043	a.u.
total charge	0
frontier orbital gap (alpha / beta)	8.77 / 8.77	eV
LUMO energy (alpha / beta)	0.5 / 0.5	eV